7
Properties=species:S:1:pos:R:3:forces:R:3:mulliken_charge:R:1 method="wB97M-V/def2-TZVPD" molar_mass_g_mol=70.1 orbital_gap_ev=9.54 smiles="[H]/N=N/C=C=O" e_above_lowest_kcal_mol=64.1 lumo_ha=0.013
H 2.14379 0.99703 0.85449 -1.4 0.1 -1.7 0.249
N 1.37879 0.71386 0.12721 2.9 0.5 0.4 -0.550
N 0.45784 0.33140 0.82193 0.1 -0.7 1.4 0.003
C -0.61159 -0.34444 0.26403 -2.0 1.0 2.0 -0.657
C -0.89586 -0.55743 -1.00172 0.4 -0.2 -1.1 0.986
O -1.06617 -0.82204 -2.10858 -0.1 0.0 0.2 -0.288
H -1.40680 -0.31838 1.04264 0.2 -0.8 -1.2 0.256